Below is C5H5BrClN in the gas phase at a distorted geometry, with properties calculated with ωB97M-V/def2-TZVPD.

* spin multiplicity: 1
* molar mass: 194.46 g mol⁻¹
* ΔE to the lowest compared entry with this formula, charge and spin: 21.6 kcal per mole
* charge: 0

Element x y z (Å)
H (-0.340, 1.201, -2.329)
N (-1.585, 0.709, -0.769)
H (0.034, 0.659, 1.534)
C (-1.855, -0.357, -0.078)
C (0.754, 0.379, 0.843)
H (-1.471, -1.375, -0.027)
H (1.774, -0.988, 2.166)
C (1.476, -0.675, 1.153)
Br (2.258, -1.674, -0.168)
C (-0.299, 0.927, -1.316)
H (1.796, 0.958, -1.023)
C (0.814, 0.902, -0.552)
Cl (-3.356, -0.668, 0.566)

These are the Löwdin partial charges, in e, on atoms 1 to 4: 0.091 0.014 0.085 -0.690



Below is C2H2ClNS3 in the gas phase at a distorted geometry, with properties calculated with ωB97M-V/def2-TZVPD.

* spin multiplicity: 1
* molar mass: 171.70 g mol⁻¹
* ΔE to the lowest compared entry with this formula, charge and spin: 13.3 kcal per mole
* charge: 0

Element x y z (Å)
S (-0.451, 2.151, 0.210)
H (1.133, 0.951, 1.497)
Cl (-1.760, -2.257, -0.494)
S (1.054, 1.205, -0.988)
C (0.440, 0.646, 0.782)
N (-1.111, -0.672, -0.342)
C (-0.177, -0.618, 0.550)
S (0.526, -0.049, -2.334)
H (0.346, -1.356, 1.118)

These are the Löwdin partial charges, in e, on atoms 1 to 4: 0.574 0.042 0.560 0.227



Below is C5H8O in the gas phase, with properties calculated with ωB97M-V/def2-TZVPD.

* spin multiplicity: 1
* molar mass: 84.12 g mol⁻¹
* ΔE to the lowest compared entry with this formula, charge and spin: 56.5 kcal per mole
* charge: 0

Element x y z (Å)
H (2.198, -0.349, -0.823)
C (1.625, -0.477, 0.102)
C (0.177, -0.809, -0.214)
H (0.119, -1.754, -0.760)
C (-1.217, 0.991, 0.416)
C (-0.651, 0.307, -0.835)
H (-0.065, 0.963, -1.484)
H (1.709, 0.445, 0.689)
C (-1.304, -0.092, 1.482)
O (-0.526, -1.055, 1.070)
H (-1.468, -0.123, -1.427)
H (-2.166, 1.513, 0.273)
H (-0.512, 1.728, 0.832)
H (2.079, -1.288, 0.678)

These are the Löwdin partial charges, in e, on atoms 1 to 4: 0.086 -0.040 -0.339 0.142



Below is a gas-phase ion, C6H13N2S (charge +1) at a distorted geometry, with properties calculated with ωB97M-V/def2-TZVPD.

* spin multiplicity: 1
* molar mass: 145.25 g mol⁻¹
* ΔE to the lowest compared entry with this formula, charge and spin: 132.7 kcal per mole
* charge: +1

Element x y z (Å)
H (-1.111, -1.966, 2.428)
H (-1.272, -1.411, -1.737)
C (1.121, 1.471, 0.330)
N (1.261, 0.262, -0.474)
H (1.405, 1.334, 1.311)
C (-0.293, 2.102, 0.203)
H (2.102, -0.204, -0.144)
H (-0.681, -0.149, 1.957)
H (1.858, 2.166, -0.113)
C (-1.037, -1.104, 1.603)
N (-1.231, 1.277, 0.024)
C (0.221, -0.741, -0.545)
C (-0.301, -1.023, -1.969)
S (-0.416, 3.787, 0.256)
H (0.948, -1.304, 1.258)
H (-2.057, 1.652, -0.425)
H (-0.470, -0.162, -2.448)
H (-1.931, -0.881, 1.130)
H (1.438, 0.763, -1.381)
H (-0.054, -2.609, 0.585)
C (0.118, -1.530, 0.654)
H (0.383, -1.729, -2.503)

These are the Löwdin partial charges, in e, on atoms 1 to 4: 0.153 0.102 -0.139 0.077